Entry 1:
94
Properties=species:S:1:pos:R:3:mulliken_charge:R:1 method="wB97M-V/def2-TZVPD" smiles="CN(C)P(=O)(N(C)C)N(C)C.CN(C)P(=O)(N(C)C)N(C)C.CN(C)P(=O)(N(C)C)N(C)C.C[N+](=O)[O-]" gap_ev=8.7 molar_mass_g_mol=598.652 homo_ev=-8.3
C -1.41547 -2.82546 -5.11636 -0.8739
H 3.68993 3.21173 8.34975 0.3050
C 2.29894 -1.34764 -5.42399 -0.9821
C 1.19916 2.00201 -6.20006 -0.9187
C 0.73892 1.47509 -2.88717 -0.1768
H -1.31852 0.16796 9.57502 0.3729
H 1.28507 3.10928 5.59731 0.3763
C 1.23968 0.36928 10.14787 -0.8985
H -1.01262 0.30139 -0.14404 0.0943
H -0.21847 2.43733 4.84247 0.2271
C -0.85672 1.06316 9.15695 -1.0975
H 2.29557 -1.85247 -6.39283 0.3927
O 4.18128 1.53854 -3.71324 -0.8761
C -3.84230 -3.32045 -5.24868 -1.1220
H 2.49448 -0.59501 7.17290 0.3519
H 0.08004 0.96606 -2.18456 -0.4984
H 0.21917 1.91440 -3.73045 0.1781
H 2.56187 -2.07345 -4.64246 0.2758
H 4.05682 0.13262 6.57504 0.2864
H -4.07607 -0.86015 -0.96974 0.3030
H 1.28200 -1.07645 -2.10481 0.1669
H -2.23331 -0.16098 1.11132 0.3560
C 3.89248 2.15581 8.53497 -1.0556
H -0.62086 -0.01286 5.43048 0.3240
H 0.67823 -0.44782 10.60456 0.3310
H -3.62363 1.70048 -3.75971 0.4081
O 0.86455 0.35327 1.49133 -0.5451
H -0.86738 -1.90744 -4.89779 0.0566
H 0.19965 2.01107 -5.73711 0.3369
H -5.45211 -1.84843 -0.83094 0.2888
N 0.55663 0.81271 8.94282 0.3560
H 4.88871 1.95789 8.14134 0.4012
C -1.22168 -0.27871 0.75145 -0.6315
H 1.06145 -0.51243 5.49369 0.2770
C 4.52457 -0.43936 -5.87187 -1.0073
P 1.31042 1.79634 7.83213 0.3588
H -1.34112 1.33660 8.21790 0.3349
C 2.50463 3.68683 -4.91161 -0.9646
C 3.34633 0.04009 7.39725 -1.0639
P 2.94058 1.08296 -4.36440 0.0158
H -4.78347 -2.94495 -4.84837 0.3234
H -5.12447 -4.33181 -2.31971 0.2978
N 2.26296 2.29100 -5.26254 0.2470
H 2.49502 0.06770 -1.41757 0.3358
H -2.51655 0.86799 -4.85538 0.2918
H -3.49820 -4.43896 -3.00045 0.3572
H 2.24255 0.03317 9.89940 0.2188
H -0.87638 -3.69169 -4.73364 0.2786
N -2.74824 -2.71442 -4.54243 0.4817
H -3.80012 -3.05979 -6.31111 0.3438
H -1.48773 -2.80282 -6.20711 0.3470
H 5.07498 0.49336 -5.92048 0.3101
H -0.03609 -0.60581 6.95630 0.3467
H 1.87244 4.32296 -5.52521 0.3749
H 5.04354 -1.14000 -5.19891 0.3110
H 3.86188 -0.49236 8.21372 0.4299
C 0.26191 -0.04450 6.07535 -1.0127
H -5.34993 -0.47732 -4.98563 0.2641
H 1.40886 1.75271 4.52030 0.3117
H 3.55157 3.95402 -5.06812 0.2531
H 3.87028 2.02363 9.62438 0.2734
H -5.68179 -1.03439 -3.31415 0.3795
O -1.62570 -1.46552 -2.54815 -0.8438
H -0.97011 -1.28370 0.41131 0.3041
H -3.64516 -4.34347 -1.24813 0.3159
H 1.18211 2.29208 -2.29109 0.3020
H 2.95301 -1.06306 -2.68506 0.3874
N 3.16599 -0.18485 -5.42209 0.4746
H 1.38157 1.06434 -6.71622 0.2504
N -0.27335 0.08763 1.82484 0.9126
H 1.27622 -1.04386 -5.20927 0.1912
C 0.75692 2.21609 5.26975 -0.9372
H -1.03755 1.93142 9.80519 0.3143
H -3.82749 -4.41428 -5.17096 0.3630
N 1.76265 0.53290 -3.33744 0.7549
O 1.17138 3.24174 8.07202 -0.9109
H 1.28985 1.17139 10.89712 0.2907
H -2.16925 0.92210 -3.09041 0.0161
H -3.93943 -2.44279 -0.14364 0.3604
H 1.13549 2.79669 -6.94975 0.4065
H 2.31850 3.89121 -3.85271 0.2846
C -4.08858 -4.02207 -2.19069 -1.0701
N 0.59465 1.32602 6.42346 0.2246
H -5.49869 0.68570 -3.69730 0.3313
C -2.94380 0.85403 -3.84842 -0.7884
C -5.13132 -0.31925 -3.92029 -0.9791
P -2.92202 -1.76202 -3.18936 0.0334
C 2.13855 -0.43432 -2.32377 -1.0897
N -4.02424 -2.55533 -2.24280 0.4056
N 2.89823 1.33437 7.88273 0.2795
O -0.69897 0.15623 2.95743 -0.5211
N -3.71006 -0.38090 -3.64981 0.4593
C -4.36581 -1.91208 -1.00045 -1.0676
H 4.51247 -0.96796 -6.82937 0.3181

---

Entry 2:
21
Properties=species:S:1:pos:R:3:mulliken_spin:R:1 method="wB97M-V/def2-TZVPD" multiplicity=3 s2=2.016 gap_ev="9.1 / 5.0" total_charge=+1 relative_energy_kcal_mol=34.8 molar_mass_g_mol=143.174 homo_ev="-12.1 / -12.9"
C 0.56264 1.17992 0.26703 -0.0104
N -0.09624 2.05523 1.19175 0.2331
H 2.11108 -0.62267 2.00978 0.0172
N 1.17169 -0.82747 1.88230 0.0044
N 0.70938 -0.25477 0.68216 0.6297
H -0.39562 -3.40876 -0.95807 0.0024
H 1.24848 -3.35779 -0.25385 0.0045
H 0.58963 -0.55191 2.74130 0.0312
N -1.36553 1.91996 1.23887 0.7602
C 0.56011 -2.97355 -1.10436 -0.0006
C 0.13802 -0.63655 -0.54034 -0.0190
C -1.38115 1.10488 -1.52629 -0.0070
H 1.50994 1.62084 -0.03694 0.0001
H -1.57784 0.34912 -2.26103 0.0074
N -0.15562 0.66197 -0.92011 0.2967
H 0.44325 2.78024 1.80044 -0.0124
N 0.13705 -1.61822 -1.29346 0.0350
H -1.31586 2.11632 -1.72280 0.0075
H 1.09266 -3.31958 -2.00868 -0.0010
H -2.23642 0.98542 -0.85897 0.0344
H -1.74963 2.79738 1.67127 -0.0134

---

Entry 3:
6
Properties=species:S:1:pos:R:3:mulliken_charge:R:1 method="wB97M-V/def2-TZVPD" gap_ev="8.4 / 7.8" relative_energy_kcal_mol=91.1 molar_mass_g_mol=188.395 homo_ev="-8.8 / -8.7"
C 0.70336 -0.60368 0.48961 -0.4451
C -0.73999 0.40458 -0.27333 -0.2597
H -0.63387 0.55423 -1.27869 0.3272
H 0.59319 -0.59544 1.50010 0.3691
Cl -2.36599 0.16069 -0.06130 -0.1103
I 2.44329 0.07961 -0.37639 0.1188

---

| no. | electronic energy (eV) |
| --- | --- |
| 1 | -73634.2893 |
| 2 | -13253.0754 |
| 3 | -22724.3013 |